(1)
Below is a structure of composition C18H27AsN2ORuSSi, with properties calculated with ωB97M-V with the def2-TZVPD basis set.

Computed properties:
orbital gap (alpha / beta) = 7.26 / 5.51 eV
max |F| = 0.8 eV/Å
2S+1 = 5
calculated total energy = -3904.58051 Ha
total charge = +2

Each line ends with the Mulliken charge.
Element x y z (Å)
1 Ru -0.221 -0.405 0.595  0.332
2 C 4.317 -0.865 -2.562  -0.498
3 C 4.872 -0.699 -1.296  -0.654
4 C 4.065 -0.702 -0.174  -0.351
5 C 2.695 -0.873 -0.340  0.586
6 C 2.135 -1.050 -1.598  0.074
7 C 2.948 -1.045 -2.716  -0.829
8 N 1.807 -0.880 0.774  0.670
9 N 2.268 -1.020 1.925  -0.670
10 C 1.273 -1.009 2.908  0.387
11 C 1.628 -1.124 4.235  -0.445
12 C 0.618 -1.150 5.196  -0.551
13 C -0.716 -1.069 4.821  -0.677
14 C -1.084 -0.947 3.482  -0.311
15 C -0.092 -0.924 2.508  0.743
16 H 4.957 -0.859 -3.434  0.424
17 H 5.939 -0.567 -1.186  0.408
18 H 4.478 -0.563 0.816  0.479
19 H 1.066 -1.224 -1.709  0.068
20 H 2.526 -1.191 -3.701  0.413
21 H 2.673 -1.189 4.506  0.524
22 H 0.876 -1.243 6.242  0.421
23 H -1.488 -1.108 5.578  0.442
24 H -2.131 -0.886 3.220  0.418
25 C 0.372 3.050 1.579  -1.019
26 Si -0.226 2.783 -0.154  0.149
27 C -2.011 3.264 -0.275  -0.948
28 C 0.757 3.666 -1.440  -1.011
29 O -0.092 1.104 -0.480  -0.248
30 H 0.340 4.111 1.833  0.409
31 H 1.404 2.712 1.716  0.308
32 H -0.263 2.519 2.296  0.295
33 H -2.081 4.335 -0.072  0.409
34 H -2.634 2.737 0.450  0.302
35 H -2.409 3.081 -1.275  0.278
36 H 0.687 4.741 -1.260  0.366
37 H 0.358 3.457 -2.434  0.334
38 H 1.813 3.387 -1.426  0.323
39 C -4.710 -1.808 -1.686  -1.050
40 As -2.851 -1.413 -1.528  0.648
41 C -2.362 -0.132 -2.860  -0.876
42 C -1.862 -3.039 -1.743  -0.969
43 S -2.571 -0.594 0.468  -0.348
44 H -4.910 -2.130 -2.707  0.413
45 H -5.282 -0.910 -1.459  0.388
46 H -4.967 -2.597 -0.983  0.401
47 H -2.216 -0.648 -3.808  0.433
48 H -1.456 0.390 -2.557  0.144
49 H -3.180 0.581 -2.948  0.381
50 H -1.758 -3.259 -2.804  0.419
51 H -2.419 -3.834 -1.251  0.371
52 H -0.880 -2.960 -1.281  0.293


(2)
Below is a structure of composition C19H21Br4IrN3O2Sb, with properties calculated with ωB97M-V with the def2-TZVPD basis set.

Computed properties:
orbital gap (alpha / beta) = 4.35 / 4.41 eV
max |F| = 2.1 eV/Å
2S+1 = 2
relative energy (zero: lowest compared OMol25 entry of this formula, charge and spin) = 48.2 kcal per mole
calculated total energy = -11691.54007 Ha
total charge = +1

Each line ends with the Mulliken charge.
Element x y z (Å)
1 Ir 1.390 -0.319 -0.209  1.734
2 Br 4.949 -0.906 5.917  -0.024
3 C 4.487 -0.919 4.116  0.309
4 C 5.489 -1.244 3.121  0.247
5 Br 7.239 -1.599 3.655  -0.031
6 C 5.171 -1.286 1.783  -0.323
7 Br 6.437 -1.649 0.456  -0.022
8 C 3.832 -1.037 1.357  0.890
9 O 3.469 -1.099 0.181  -0.762
10 C 2.799 -0.685 2.386  0.844
11 O 1.641 -0.472 2.002  -0.716
12 C 3.193 -0.621 3.751  -0.407
13 Br 1.878 -0.141 4.989  -0.037
14 C -3.214 -0.671 1.720  -1.398
15 C -3.075 -1.238 0.314  0.364
16 C -3.119 -2.759 0.310  -1.397
17 Sb -1.236 -0.484 -0.621  -0.156
18 C -1.670 1.682 -0.808  0.270
19 C -1.073 2.417 0.385  -1.261
20 C -3.152 1.973 -0.983  -1.336
21 C -1.224 -1.238 -2.693  0.279
22 C -0.431 -2.537 -2.739  -1.259
23 C -2.641 -1.370 -3.228  -1.247
24 H -4.181 -0.970 2.131  0.433
25 H -3.163 0.417 1.742  0.274
26 H -2.437 -1.070 2.374  0.355
27 H -3.832 -0.822 -0.354  0.402
28 H -2.344 -3.170 0.959  0.337
29 H -3.003 -3.183 -0.687  0.283
30 H -4.085 -3.088 0.701  0.430
31 H -1.130 1.939 -1.722  0.416
32 H -1.643 2.217 1.295  0.277
33 H -1.101 3.495 0.208  0.424
34 H -0.037 2.131 0.568  0.214
35 H -3.717 1.766 -0.073  0.252
36 H -3.597 1.414 -1.808  0.258
37 H -3.282 3.035 -1.205  0.460
38 H -0.689 -0.453 -3.232  0.438
39 H -0.941 -3.335 -2.194  0.262
40 H 0.568 -2.411 -2.315  0.269
41 H -0.313 -2.869 -3.773  0.423
42 H -3.215 -2.117 -2.677  0.222
43 H -2.605 -1.692 -4.272  0.465
44 H -3.177 -0.421 -3.196  0.260
45 N 1.722 1.228 -1.421  -0.698
46 C 2.049 2.353 -1.317  0.522
47 C 2.413 3.649 -1.153  0.120
48 C 1.613 4.706 -1.654  0.072
49 N 0.937 5.550 -2.049  -0.414
50 C 3.568 3.891 -0.362  0.119
51 N 4.482 4.017 0.327  -0.434


(3)
Below is a cluster of 9 separate species, C5H30NO9 in total, with properties calculated with ωB97M-V with the def2-TZVPD basis set.

Computed properties:
orbital gap = 10.47 eV
max |F| = 6.6 eV/Å
relative energy (zero: lowest compared OMol25 entry of this formula, charge and spin) = 99.3 kcal per mole
calculated total energy = -940.09716 Ha
total charge = +1

Each line ends with the Mulliken charge.
Element x y z (Å)
1 C 0.795 -2.274 -1.690  -1.385
2 C 1.652 -1.575 -0.632  0.246
3 C 2.614 -0.497 -1.259  -1.143
4 C 2.675 0.878 -0.584  -0.743
5 C 3.599 0.696 0.623  -0.459
6 O 2.680 0.433 1.620  -0.509
7 N 0.773 -1.003 0.504  -0.105
8 H 0.299 -1.525 -2.382  0.226
9 H 0.019 -2.728 -1.171  0.422
10 H 1.337 -3.087 -2.257  0.367
11 H 2.384 -2.185 -0.130  0.488
12 H 2.488 -0.547 -2.305  0.637
13 H 3.632 -0.934 -1.272  0.414
14 H 1.833 1.551 -0.426  0.377
15 H 3.233 1.530 -1.415  0.352
16 H 4.267 -0.208 0.537  0.237
17 H 4.219 1.577 0.955  0.375
18 H 2.866 0.868 2.390  0.274
19 H 1.269 -0.317 1.066  0.459
20 H 0.346 -1.689 1.043  0.555
21 H -0.020 -0.444 0.007  0.074
22 H -3.106 -0.802 2.914  0.350
23 H -2.454 -0.623 1.777  0.205
24 O -2.220 -0.482 2.683  -0.616
25 H -0.638 -0.990 2.931  0.401
26 H 0.229 -2.250 3.655  0.266
27 O 0.173 -1.576 2.895  -0.653
28 H -1.872 0.828 -0.215  0.130
29 H -0.919 1.694 -1.057  0.251
30 O -0.932 1.185 -0.256  -0.428
31 H -2.458 -0.658 -1.908  0.167
32 H -3.244 -0.915 -0.666  0.214
33 O -2.462 -0.654 -1.017  -0.393
34 H -0.209 4.147 -1.079  0.292
35 H 0.437 3.651 0.140  0.342
36 O 0.691 3.939 -0.803  -0.652
37 H -2.906 -3.617 0.223  0.295
38 H -2.430 -3.738 1.639  0.273
39 O -2.447 -3.048 0.950  -0.519
40 H -0.735 2.350 -3.039  0.238
41 H -1.236 1.117 -3.649  0.292
42 O -1.255 1.683 -2.775  -0.592
43 H -3.446 2.721 0.034  0.299
44 H -3.563 2.142 -1.416  0.317
45 O -3.359 1.862 -0.446  -0.635


(4)
Below is a cluster of 2 separate species, C5H14NO in total, with properties calculated with ωB97M-V with the def2-TZVPD basis set.

Computed properties:
orbital gap = 9.68 eV
max |F| = 3.3 eV/Å
relative energy (zero: lowest compared OMol25 entry of this formula, charge and spin) = 44.9 kcal per mole
calculated total energy = -328.61474 Ha
total charge = +1

Each line ends with the Mulliken charge.
Element x y z (Å)
1 C 0.961 -0.347 -0.465  -0.597
2 C 1.494 0.716 0.445  -0.589
3 C 0.341 1.430 1.310  -0.840
4 C -0.283 -0.441 2.840  -0.749
5 C -0.626 0.423 1.874  -0.085
6 N -0.170 0.213 -1.324  -0.238
7 H 0.457 -1.113 0.131  0.385
8 H 1.734 -0.795 -1.094  0.373
9 H 2.161 0.333 1.231  0.373
10 H 2.169 1.503 0.088  0.332
11 H -0.063 2.100 0.548  0.382
12 H 0.799 2.091 2.039  0.421
13 H 0.706 -0.853 2.953  0.257
14 H -1.023 -0.671 3.605  0.284
15 H -1.699 0.614 1.843  0.302
16 H 0.240 0.910 -1.952  0.390
17 H -0.683 -0.457 -1.921  0.315
18 H -0.808 0.767 -0.749  0.320
19 H -1.012 -1.167 -3.965  0.346
20 H -2.280 -1.807 -3.502  0.348
21 O -1.357 -1.681 -3.211  -0.729


(5)
Below is the ion CH3N2O with charge -1, with properties calculated with ωB97M-V with the def2-TZVPD basis set.

Computed properties:
orbital gap (alpha / beta) = 6.68 / 6.68 eV
max |F| = 5.6 eV/Å
relative energy (zero: lowest compared OMol25 entry of this formula, charge and spin) = 35.9 kcal per mole
calculated total energy = -224.53020 Ha
total charge = -1

Each line ends with the Mulliken charge.
Element x y z (Å)
1 H -1.974 -0.732 0.484  0.170
2 N -1.740 0.295 0.198  -0.571
3 C -0.360 0.419 -0.163  -0.142
4 N 0.998 -0.415 -0.333  -0.161
5 O 2.066 0.305 -0.033  -0.734
6 H 0.018 1.433 -0.485  0.283
7 H 0.992 -1.306 0.332  0.155


(6)
Below is the ion HN2O3S with charge -1, with properties calculated with ωB97M-V with the def2-TZVPD basis set.

Computed properties:
orbital gap = 7.69 eV
max |F| = 4.4 eV/Å
relative energy (zero: lowest compared OMol25 entry of this formula, charge and spin) = 90.8 kcal per mole
calculated total energy = -733.97140 Ha
total charge = -1

Each line ends with the Mulliken charge.
Element x y z (Å)
1 N 1.189 0.863 -0.251  0.171
2 N 0.222 1.561 -0.425  -0.673
3 O -1.113 -1.543 1.544  -0.531
4 O 1.219 -0.385 0.207  -0.350
5 O -1.579 -0.174 -0.339  -0.668
6 S -0.591 -1.250 0.195  0.587
7 H -0.618 1.094 -0.301  0.465


(7)
Below is a cluster of 2 separate species, C3H6Cl2N2 in total, with properties calculated with ωB97M-V with the def2-TZVPD basis set.

Computed properties:
orbital gap = 9.18 eV
max |F| = 5.5 eV/Å
relative energy (zero: lowest compared OMol25 entry of this formula, charge and spin) = 50.9 kcal per mole
calculated total energy = -1147.67176 Ha

Each line ends with the Mulliken charge.
Element x y z (Å)
1 C 2.404 -1.306 -0.583  -0.820
2 C 1.366 -0.468 -0.031  0.216
3 C -2.784 0.429 0.410  0.092
4 N 0.557 1.739 0.198  -0.965
5 N 1.134 0.692 0.133  0.518
6 Cl -3.984 1.371 -0.601  -0.158
7 Cl -3.022 -1.310 -0.092  -0.181
8 H 2.100 -2.317 -0.873  0.270
9 H 2.856 -0.815 -1.392  0.302
10 H 3.193 -1.270 0.223  0.248
11 H -1.725 0.616 0.107  -0.036
12 H -3.132 0.342 1.487  0.278
13 H 1.036 2.296 1.014  0.236


(8)
Below is the molecule C4H7NS, with properties calculated with ωB97M-V with the def2-TZVPD basis set.

Computed properties:
orbital gap (alpha / beta) = 7.81 / 7.31 eV
max |F| = 3.3 eV/Å
relative energy (zero: lowest compared OMol25 entry of this formula, charge and spin) = 98.6 kcal per mole
calculated total energy = -609.40133 Ha

Each line ends with the Mulliken charge.
Element x y z (Å)
1 C 0.643 0.856 -0.042  0.132
2 C 0.901 2.111 0.022  -0.631
3 C 0.770 -0.577 0.019  -0.309
4 C -0.558 -1.336 -0.364  -0.713
5 N -1.658 -0.898 0.386  -0.360
6 S -2.033 0.642 -0.024  -0.182
7 H 0.121 2.923 -0.243  0.197
8 H 1.912 2.413 0.218  0.273
9 H 1.509 -0.976 -0.681  0.311
10 H 1.114 -0.886 0.998  0.287
11 H -0.765 -1.148 -1.367  0.364
12 H -0.372 -2.447 -0.353  0.287
13 H -1.584 -0.676 1.431  0.343